48
Properties=species:S:1:pos:R:3:forces:R:3:mulliken_charge:R:1 method="wB97M-V/def2-TZVPD" largest_force_ev_per_a=0.87 multiplicity=1 homo_energy_ev=-8.6 smiles="O=C(NNC(=O)C1CCN(Cc2ccccc2)CC1)c1cccc(Cl)c1" orbital_gap_ev=8.88 relative_energy_kcal_mol=42.8 total_charge=0 lumo_energy_ev=0.31
O 2.97362 1.25742 0.28055 -0.0083 0.1634 0.1263 -0.703
C 3.57980 0.28645 -0.14203 -0.4060 -0.2809 -0.1120 0.390
N 2.91802 -0.85019 -0.46808 -0.2683 -0.5777 -0.0692 -0.495
N 1.55011 -0.92015 -0.22082 0.3857 0.7769 0.0484 -0.055
C 0.93852 -2.12575 -0.15959 -0.1742 0.0811 -0.0156 -0.037
O 1.55176 -3.14557 -0.41335 0.2135 -0.3137 -0.0514 -0.709
C -0.53219 -2.07375 0.20171 0.1119 0.1706 0.0151 0.329
C -0.75023 -1.52293 1.61613 -0.3072 -0.1853 -0.0177 -0.487
C -2.25569 -1.50532 1.92024 0.2084 0.0321 0.1469 -1.235
N -3.03391 -0.74479 0.96699 -0.0957 0.0509 0.1218 0.120
C -2.92212 0.69773 1.10205 -0.0084 -0.0645 0.0566 -0.517
C -4.02765 1.38721 0.34643 0.0462 0.1176 -0.0357 0.228
C -5.33616 0.93750 0.47790 0.0176 0.0240 0.0150 -0.231
C -6.36394 1.56196 -0.20342 -0.0653 -0.0318 0.0363 -0.584
C -6.09704 2.64815 -1.02125 -0.0358 0.0845 -0.0822 -0.381
C -4.79724 3.10239 -1.15627 -0.0580 0.1034 -0.0794 -0.633
C -3.76748 2.47223 -0.47805 0.0398 -0.0697 0.0845 -0.382
C -2.81710 -1.22851 -0.38170 0.0998 0.0307 -0.2453 -1.183
C -1.34005 -1.24508 -0.80349 -0.2924 -0.1647 0.1418 -0.507
C 5.04853 0.25705 -0.36442 0.4167 0.0917 -0.0383 0.643
C 5.66483 -0.60598 -1.26674 -0.1072 0.0893 0.1228 -0.553
C 7.03874 -0.56673 -1.42538 0.0444 -0.0329 0.0118 -0.638
C 7.81068 0.31960 -0.69340 -0.0423 0.0531 0.0365 -0.464
C 7.18965 1.18457 0.19530 -0.1802 -0.1989 -0.1531 0.347
Cl 8.14099 2.30197 1.10434 0.1129 0.1310 0.1095 -0.215
C 5.81639 1.16394 0.36002 -0.0778 -0.0438 -0.0256 -0.683
H 3.32753 -1.76230 -0.62900 -0.0035 0.1656 0.0840 0.397
H 1.17835 -0.03738 0.10895 0.0081 -0.2019 -0.0290 0.440
H -0.89199 -3.10823 0.17226 0.1379 0.0561 -0.0246 0.380
H -0.35307 -0.50905 1.69925 0.0619 0.0415 0.0388 0.239
H -0.23570 -2.14861 2.34716 0.0687 0.0407 0.0399 0.404
H -2.63372 -2.53307 1.90095 0.0432 -0.0226 0.0821 0.432
H -2.43116 -1.09912 2.91916 -0.0246 -0.0670 -0.0070 0.505
H -3.02751 0.93270 2.16700 0.1147 -0.0121 -0.0435 0.470
H -1.95030 1.09839 0.76978 -0.0537 0.0418 0.0637 0.240
H -5.53185 0.08681 1.11265 -0.0306 -0.1073 0.0528 0.376
H -7.37739 1.20363 -0.09589 -0.0802 -0.0293 0.0135 0.378
H -6.90001 3.13794 -1.55223 -0.0609 0.0346 -0.0457 0.379
H -4.58210 3.94761 -1.79376 0.0108 0.0616 -0.0537 0.380
H -2.75350 2.83096 -0.59029 0.1117 0.0039 -0.0036 0.346
H -3.21382 -2.24783 -0.42972 -0.0101 -0.0005 -0.0940 0.392
H -3.39537 -0.60548 -1.06714 -0.0140 -0.1210 -0.0245 0.513
H -0.96083 -0.22249 -0.84520 0.0463 0.0481 -0.0544 0.250
H -1.25181 -1.67572 -1.80172 0.0426 0.0522 -0.0651 0.401
H 5.08035 -1.28789 -1.86488 -0.0620 -0.0621 -0.0713 0.423
H 7.51685 -1.23229 -2.12785 0.0398 -0.0474 -0.0616 0.386
H 8.88202 0.34704 -0.81393 0.0961 0.0227 0.0028 0.424
H 5.32421 1.84099 1.04078 -0.0123 0.0662 0.0524 0.480


15
Properties=species:S:1:pos:R:3:forces:R:3:mulliken_charge:R:1 method="wB97M-V/def2-TZVPD" largest_force_ev_per_a=2.17 multiplicity=4 homo_energy_ev="-7.5 / -9.5" orbital_gap_ev="6.11 / 7.95" s_squared=3.7522 relative_energy_kcal_mol=0.0 total_charge=0 lumo_energy_ev="-1.38 / -1.52"
N 0.55868 2.71428 -0.16505 0.0765 -1.1397 -0.5867 -0.430
S 0.54076 1.94145 -1.66537 0.0525 -0.1218 1.2018 0.650
O 1.58748 0.79670 -1.60735 -0.3350 -0.0545 -0.0942 -0.682
S 0.53163 1.88347 1.16078 -1.3424 0.6902 1.0886 1.027
O 0.31903 0.40747 1.00196 0.1206 0.3114 -0.3679 -0.667
O -0.27243 2.51056 2.21159 1.1931 -1.0046 -1.5046 -0.605
C 2.25875 1.95962 1.85643 -0.6337 0.2412 -0.2464 0.665
F 3.12818 1.41838 1.01963 0.3125 -0.2173 -0.2764 -0.220
F 2.59303 3.22555 2.06928 0.0541 0.0965 0.0189 -0.227
F 2.30187 1.30204 3.00621 0.0384 -0.2004 0.2948 -0.224
O -1.95022 2.11178 -5.46790 -0.4949 -0.3325 1.0559 -0.341
C -2.19083 1.04259 -5.07545 0.8328 -0.1298 -1.8153 0.747
O -2.33681 -0.10374 -4.92169 -0.2826 0.4616 0.8704 -0.399
O -0.78079 1.11885 -1.68985 0.1260 -0.1186 -0.1323 -0.676
Pr 0.07594 -1.02222 -1.09005 0.2819 1.5184 0.4932 1.384


16
Properties=species:S:1:pos:R:3:forces:R:3:mulliken_charge:R:1 method="wB97M-V/def2-TZVPD" largest_force_ev_per_a=0.47 multiplicity=1 homo_energy_ev=-8.4 smiles="C1=CN1.C=C=CC" orbital_gap_ev=9.50 relative_energy_kcal_mol=130.9 total_charge=0 lumo_energy_ev=1.10
C 2.31957 0.41616 -0.40171 0.1129 -0.0438 0.2637 -0.202
C 2.65369 -0.57059 0.33104 0.0089 0.2787 0.0560 -0.219
N 1.93056 -0.93116 -0.93604 0.0934 -0.2402 -0.3879 -0.498
H 2.13212 1.44652 -0.64932 0.0456 -0.1741 0.0579 0.352
H 2.97500 -1.07298 1.22640 -0.0070 0.1119 -0.1248 0.313
H 2.62981 -1.20747 -1.63512 -0.1552 0.0302 0.1419 0.214
C -0.81386 2.00021 -0.66788 -0.0392 -0.1094 0.0361 -0.882
C -0.94730 0.79022 -0.18776 -0.0194 -0.0592 0.0270 0.277
C -1.05861 -0.42698 0.27337 0.0464 0.2100 -0.1309 -0.076
C -2.28809 -0.98622 0.93921 -0.0979 0.0100 0.0323 -1.128
H -0.44204 2.81982 -0.05598 -0.0525 -0.1458 -0.0445 0.301
H -1.07873 2.22755 -1.69815 0.0109 -0.0514 0.1413 0.239
H -0.19927 -1.08372 0.12561 -0.1245 0.1064 0.0143 0.408
H -2.07713 -1.27559 1.97558 -0.0040 0.0459 -0.1532 0.270
H -2.63065 -1.88616 0.41599 0.0534 0.1249 0.0644 0.294
H -3.10507 -0.25961 0.94476 0.1282 -0.0940 0.0064 0.339


35
Properties=species:S:1:pos:R:3:forces:R:3:mulliken_charge:R:1 method="wB97M-V/def2-TZVPD" largest_force_ev_per_a=2.69 multiplicity=1 homo_energy_ev=-7.7 smiles=Cc1c[nH]c2ccccc12.Cc1ccc(O)cc1 orbital_gap_ev=8.52 relative_energy_kcal_mol=18.7 total_charge=0 lumo_energy_ev=0.81
C 4.63733 3.84943 -0.98747 -0.4098 1.8357 1.9212 -1.337
C 3.41990 3.26806 -0.34532 -0.0967 -0.2089 -0.1867 0.449
C 2.62894 3.80353 0.63534 0.9220 -0.1331 -0.6425 -0.696
N 1.67705 2.89505 0.99872 -0.2426 -0.0412 0.7720 0.019
C 1.81709 1.73643 0.29695 0.6566 -0.2737 -1.2146 -0.448
C 1.11819 0.52350 0.30104 -0.1265 0.3255 -0.3823 -0.707
C 1.38582 -0.33151 -0.74590 0.1418 -1.1283 0.0888 -0.053
C 2.46392 -0.17245 -1.61041 0.8634 1.2648 -0.4185 -0.919
C 3.24719 0.98056 -1.56590 -0.9346 -0.7415 0.4315 -0.387
C 2.89404 1.96486 -0.64033 -0.4474 0.0216 0.9072 1.042
H 4.63538 4.91589 -0.70055 -0.2740 0.0480 -0.6055 0.361
H 4.62542 3.79216 -2.06138 0.5049 -0.3597 -0.2920 0.369
H 5.53975 3.60204 -0.41925 0.1845 -0.9407 -0.8513 0.303
H 2.72350 4.75004 1.14245 -0.1250 0.0442 -0.0534 0.393
H 0.97404 3.10654 1.67198 -0.3065 -0.1978 0.2458 0.168
H 0.39298 0.19355 1.03439 -0.2009 0.5305 0.0260 0.443
H 0.78073 -1.22458 -0.86958 0.1307 -0.0580 0.2376 0.279
H 2.78167 -0.88575 -2.35466 -0.5255 -0.4219 0.0045 0.373
H 4.05790 1.04182 -2.26805 0.3499 0.4064 0.0063 0.396
C -2.41766 -4.84859 1.58178 0.2851 -0.7947 -0.6469 -1.400
C -2.78331 -3.53563 0.98437 -0.4777 1.0114 0.3762 0.306
C -1.81735 -2.65776 0.50537 0.3084 0.2960 -0.0219 0.009
C -2.11396 -1.45648 -0.13813 0.1409 -0.6820 0.4958 -0.320
C -3.42568 -1.02808 -0.15184 -0.4999 0.1158 0.5534 0.579
O -3.66288 0.27326 -0.48944 -0.0966 0.1714 -0.4785 -0.540
C -4.43553 -1.88484 0.30460 0.5045 0.2725 -0.2399 -0.685
C -4.11371 -3.11176 0.86107 0.1434 -0.1858 -0.7345 -0.506
H -3.28816 -5.37073 1.95991 -0.1752 -0.0846 0.0756 0.363
H -1.65739 -4.85791 2.36297 -0.0249 0.4413 0.0345 0.325
H -2.00094 -5.44758 0.75816 -0.0983 -0.1799 0.3163 0.303
H -0.76361 -2.82674 0.71680 -0.0581 -0.4314 -0.3234 0.378
H -1.29587 -0.89059 -0.55602 -0.1981 0.4366 0.1263 0.216
H -4.56050 0.54048 -0.25817 0.0850 -0.2676 -0.0743 0.300
H -5.47554 -1.61333 0.18366 -0.0639 0.1641 0.1092 0.306
H -4.95904 -3.75454 1.06511 0.1612 -0.2552 0.4381 0.318


11
Properties=species:S:1:pos:R:3:forces:R:3:mulliken_charge:R:1 method="wB97M-V/def2-TZVPD" largest_force_ev_per_a=4.55 multiplicity=1 homo_energy_ev=-10.0 smiles="NC=O.C" orbital_gap_ev=10.96 relative_energy_kcal_mol=23.0 total_charge=0 lumo_energy_ev=0.94
N -1.63851 0.02683 -0.41494 1.3788 1.4934 2.5336 -0.367
C -2.22238 -0.48012 0.81389 3.5745 -0.0015 -1.3930 0.134
O -1.48565 -0.70583 1.75795 -1.6574 0.6100 -0.3581 -0.495
H -2.00233 -0.32165 -1.25649 -0.5198 -0.0511 -1.1917 0.206
H -0.66565 0.57290 -0.44941 -3.0863 -2.2455 0.4452 0.209
H -3.29819 -0.73342 0.75699 0.3258 0.1789 -0.0427 0.303
C 2.28680 0.41969 -0.25399 0.6451 -4.5003 0.0065 -0.924
H 2.27244 -0.18218 -1.25256 0.4199 1.7159 1.3449 0.244
H 1.64289 1.25069 -0.24549 -0.3880 1.2535 -0.1694 0.201
H 1.77898 -0.40352 0.37462 0.7485 1.4309 -0.3654 0.234
H 3.33160 0.55662 0.16942 -1.4411 0.1157 -0.8098 0.254


11
Properties=species:S:1:pos:R:3:forces:R:3:mulliken_charge:R:1 method="wB97M-V/def2-TZVPD" largest_force_ev_per_a=9.13 multiplicity=1 homo_energy_ev=-10.1 smiles="[H]/N=C/NC(=O)C=O" orbital_gap_ev=9.75 relative_energy_kcal_mol=91.6 total_charge=0 lumo_energy_ev=-0.38
H -2.03612 1.60583 -0.25763 0.3707 0.0012 0.1563 0.243
N -1.13436 1.13621 -0.12660 -0.9621 -2.9071 1.0824 -0.534
C -1.35730 -0.14556 0.00842 0.2848 0.0017 -3.2235 0.030
N -0.30280 -1.09938 0.03366 0.3439 2.2878 -0.0835 -0.223
C 1.00944 -0.63709 -0.01042 1.5223 -6.6768 -1.3237 0.477
O 1.81736 -1.62734 -0.15174 -1.3614 4.4642 0.3007 -0.591
C 1.30898 0.74632 0.26315 4.9326 7.6252 0.9343 0.180
O 1.98896 1.71733 -0.30307 -3.4326 -5.6014 1.3014 -0.475
H -2.25902 -0.72039 -0.32596 0.0325 1.0225 1.0154 0.322
H -0.26713 -1.98515 -0.50521 -0.9764 0.6454 0.9149 0.310
H 1.23199 1.00922 1.37540 -0.7543 -0.8625 -1.0747 0.259


42
Properties=species:S:1:pos:R:3:forces:R:3:mulliken_charge:R:1 method="wB97M-V/def2-TZVPD" largest_force_ev_per_a=0.46 multiplicity=1 homo_energy_ev=-8.3 smiles="CCN(CC)CCCNC(=O)c1ccccc1C" orbital_gap_ev=9.14 relative_energy_kcal_mol=14.3 total_charge=0 lumo_energy_ev=0.81
C -0.73966 0.38630 4.44758 -0.1715 -0.2220 -0.1386 -1.280
C -1.09259 -0.74812 3.49119 0.0906 0.1643 0.1608 -0.540
N 0.05070 -1.12315 2.67417 -0.0722 -0.0572 -0.0416 0.589
C 0.04646 -2.52763 2.29987 0.1132 -0.1215 0.2002 -0.578
C 0.59908 -3.40025 3.42284 -0.1213 0.0775 -0.2824 -1.276
C 0.25581 -0.23147 1.54657 0.3196 -0.0244 0.0277 -0.902
C 1.74456 -0.10145 1.21449 -0.2796 0.3079 -0.1925 -0.520
C 2.00542 1.02391 0.21276 0.1253 -0.0809 0.2840 -0.953
N 1.35054 0.79101 -1.05325 0.2381 -0.2346 -0.0143 -0.139
C 0.25853 1.48614 -1.45188 0.1902 -0.2225 -0.1851 0.573
O -0.19608 2.41976 -0.82049 -0.1923 0.2427 0.1157 -0.634
C -0.31980 0.98971 -2.74060 -0.2698 -0.0872 -0.1711 0.535
C -0.62733 -0.36100 -2.86352 0.0446 0.0703 0.0385 -0.494
C -1.19676 -0.85361 -4.02365 -0.0280 -0.0892 -0.0841 -0.775
C -1.45584 0.00820 -5.07480 -0.0206 -0.0949 -0.0010 -0.580
C -1.15347 1.35315 -4.95594 0.0215 0.0109 0.0525 -0.681
C -0.59156 1.86734 -3.79467 0.0045 -0.0458 0.0664 0.778
C -0.26011 3.32226 -3.68622 -0.0618 0.1253 0.0754 -1.422
H 0.11760 0.10160 5.05140 0.0824 -0.0164 0.0770 0.301
H -0.49230 1.29565 3.90680 0.0310 0.1391 -0.0237 0.287
H -1.58155 0.59506 5.10315 -0.0807 0.1135 0.0857 0.420
H -1.38842 -1.61743 4.08124 -0.0507 0.0021 -0.0554 0.450
H -1.95691 -0.45891 2.86888 0.0136 -0.1080 0.0303 0.305
H -0.96522 -2.87148 2.02127 0.0715 0.0516 -0.0798 0.339
H 0.68670 -2.65079 1.42402 -0.0673 0.0025 -0.0382 0.375
H 1.59729 -3.06359 3.68853 0.1056 0.0162 0.0392 0.301
H 0.64818 -4.43763 3.10055 -0.0067 -0.1572 0.0404 0.424
H -0.02711 -3.34450 4.30900 -0.0515 -0.0278 0.1287 0.295
H -0.30546 -0.56333 0.65625 -0.0435 0.0687 0.0723 0.106
H -0.11900 0.75792 1.81102 -0.0440 0.0225 -0.0442 0.480
H 2.12933 -1.04213 0.81395 0.0745 -0.0774 0.0378 0.287
H 2.28314 0.11272 2.13769 0.0397 -0.0382 0.0391 0.288
H 3.08212 1.13316 0.04477 -0.1122 0.0758 0.0332 0.387
H 1.60571 1.96651 0.59388 0.1408 -0.0642 -0.0241 0.386
H 1.65176 -0.00194 -1.59754 -0.0904 0.1425 -0.0858 0.276
H -0.44139 -1.02965 -2.03374 0.0188 -0.0458 0.0771 0.431
H -1.43740 -1.90315 -4.10540 -0.0292 -0.0765 0.0003 0.404
H -1.89771 -0.36651 -5.98636 -0.0371 -0.0275 -0.0717 0.384
H -1.36133 2.02113 -5.77968 -0.0042 0.0813 -0.0599 0.351
H -0.66293 3.72881 -2.76165 0.0230 0.0880 -0.0247 0.318
H -0.66384 3.87523 -4.53050 0.0221 0.0343 -0.0684 0.405
H 0.82085 3.46217 -3.66198 0.0643 0.0822 0.0043 0.298